DFT (ωB97M-V/def2-TZVPD) results for a 13-piece molecular cluster, C4H33NO13S2 overall in a non-equilibrium geometry.

XYZ file:
```
53
Properties=species:S:1:pos:R:3:forces:R:3:lowdin_spin:R:1
S -0.8679 -0.2622 4.4897 -0.542 -0.079 -0.226 0.3342
S 0.3033 1.2766 4.0203 0.653 -0.666 -0.535 0.4744
C -0.2965 1.8661 2.4036 -1.176 -0.098 -0.158 0.0658
C -1.0754 0.8671 1.5274 0.792 -0.665 0.566 0.0127
N -0.1705 0.2419 0.5640 -2.054 1.117 0.445 0.0243
C -0.6438 -0.1099 -0.6793 2.128 -0.481 -0.908 0.0016
C -2.0374 0.1087 -1.1234 -0.969 0.760 0.295 -0.0004
O 0.1956 -0.5735 -1.4578 -0.420 -0.074 0.086 0.0091
H 0.0479 -1.3027 4.4407 0.543 0.566 0.319 0.0314
H 0.5725 2.1764 1.8131 0.181 0.366 0.503 0.0103
H -0.9894 2.6900 2.5965 0.384 0.255 0.062 0.0146
H -1.8605 1.4458 1.0548 0.055 -0.068 -0.277 -0.0002
H -1.5414 0.0977 2.1537 -0.243 0.171 -0.059 0.0039
H 0.5928 -0.2851 0.9573 0.153 -0.160 -0.422 0.0006
H -2.6634 0.5828 -0.3768 -0.131 -0.224 0.147 0.0000
H -2.5293 -0.8128 -1.4333 0.304 -0.183 0.081 -0.0001
H -2.0852 0.7901 -1.9719 0.408 -0.132 -0.098 -0.0001
H 1.6022 -1.7835 -1.6998 -0.123 0.090 0.270 0.0000
H 2.1123 -2.6608 -0.5507 0.005 -0.003 0.018 0.0000
O 2.1811 -2.5392 -1.5028 0.546 0.239 0.016 0.0001
H 2.9723 0.3060 2.0710 0.440 1.179 0.779 0.0008
H 3.6505 -0.8310 3.1474 0.205 1.410 0.396 0.0000
O 3.2499 -0.5551 2.3250 -0.507 -2.719 -1.141 0.0042
H -0.4613 -3.0176 -0.6956 -0.707 0.753 -0.687 0.0000
H -0.5858 -3.4011 0.6993 -0.385 0.226 0.442 0.0000
O -0.8056 -2.6339 0.1501 1.145 -1.228 0.537 0.0005
H 1.6296 1.4102 -1.9768 -0.008 -0.332 -0.292 0.0000
H 1.1083 2.3710 -0.9724 0.173 0.255 -0.053 0.0000
O 1.0693 2.1852 -1.9213 0.010 0.245 0.590 0.0000
H 3.2044 -0.1986 -0.7306 0.443 0.032 -0.383 0.0000
H 3.8879 1.2328 -1.0075 0.256 -0.375 -0.449 0.0000
O 3.3351 0.7055 -0.4292 -0.519 0.047 0.675 0.0001
H 0.8347 -2.9738 3.2827 0.189 -0.231 0.046 0.0000
H 2.0165 -2.0542 2.9439 0.062 0.355 -0.169 0.0004
O 1.4121 -2.2983 3.6566 -0.575 -0.170 0.125 0.0112
H -3.8557 2.7142 -0.9026 -0.049 0.133 -0.102 0.0000
H -2.8460 3.8017 -0.5298 -0.074 -0.001 -0.263 0.0000
O -3.5087 3.2096 -0.1554 0.278 -0.183 0.330 0.0000
H -0.5013 -0.6718 -3.2739 -0.073 0.030 -0.100 0.0000
H -1.0046 0.5185 -4.0196 0.012 1.015 -0.228 0.0000
O -0.9551 -0.4211 -4.0958 0.173 -1.049 0.207 0.0000
H -3.8391 -3.4286 -0.0224 -0.088 -0.176 -0.022 0.0000
H -2.5937 -2.5430 0.2151 -0.383 -0.219 -0.438 0.0000
O -3.5052 -2.5385 -0.1364 0.120 0.387 0.313 0.0000
H 2.5785 3.2106 1.6831 0.346 0.083 0.089 0.0000
H 2.9272 2.0257 0.6964 0.047 0.203 -0.012 0.0000
O 2.6138 2.9432 0.7628 -0.546 -0.063 0.049 0.0006
H 0.8537 -3.4639 -2.1906 -0.765 -0.222 -0.215 0.0000
H -0.2848 -3.1950 -3.1931 -0.299 -0.042 0.049 0.0000
O -0.1270 -3.5486 -2.3099 0.864 -0.165 -0.016 0.0001
H -0.4354 3.1067 -2.3297 -0.212 -0.053 -0.611 0.0000
H -1.6676 2.7396 -3.1835 -0.026 -0.132 -0.177 0.0000
O -1.2139 3.4802 -2.7830 -0.041 0.277 0.607 0.0000
```
Positions in Å, forces in eV/Å.

## Properties
- total charge = +1
- HOMO energy (spin up / spin down) (hartree) = -0.4892 / -0.4892
- Kohn-Sham gap (spin up / spin down) (eV) = 9.0 / 4.9
- 2S+1 = 2